1.
C2H4N2O2S2 | wB97M-V/def2-TZVPD

Summary:
E_HOMO in eV: -9.3
Largest force on an atom in eV Å⁻¹: 2.0

Each line ends with the Löwdin charge.
Element x y z (Å)
O  2.5318  -0.0127  0.4094  -0.068
N  1.9359  -1.0464  1.1126  0.014
C  0.6743  -1.0783  0.8919  -0.231
O  0.0590  -0.2530  0.0171  -0.064
C  -1.2882  -0.1240  0.0622  -0.947
S  -2.3314  -0.9257  1.0087  0.726
N  -1.6700  0.6922  -0.9763  -0.410
S  -0.6780  1.5071  -2.1154  0.774
H  3.4991  -0.0843  0.6149  0.119
H  0.1265  -1.8674  1.4122  0.104
H  -2.6881  0.6551  -1.1095  0.086
H  -0.1710  2.5375  -1.3278  -0.103

2.
C4H11N3O | wB97M-V/def2-TZVPD

Summary:
E_HOMO in eV: -9.3
Largest force on an atom in eV Å⁻¹: 0.5

Each line ends with the Löwdin charge.
Element x y z (Å)
C  0.6969  0.2583  -3.3708  -0.160
N  0.1514  0.5398  -2.0470  -0.037
C  -0.9182  -0.0802  -1.7598  -0.338
N  -1.6222  -0.9526  -2.5592  0.093
H  0.8892  -0.8085  -3.5171  0.077
H  1.6449  0.7848  -3.4620  0.063
H  0.0475  0.6269  -4.1734  0.073
H  -1.3765  0.0574  -0.7854  0.101
H  -2.5376  -1.2251  -2.2487  0.085
H  -1.5136  -0.8568  -3.5553  0.074
C  0.5070  -0.3313  1.1872  -0.029
C  0.3356  0.0590  2.6332  -0.591
N  1.3237  0.8715  3.1466  0.132
O  -0.5854  -0.3322  3.3197  0.042
H  1.4761  -0.8087  1.0453  0.088
H  0.5272  0.5591  0.5576  0.063
H  -0.3005  -0.9998  0.9189  0.070
H  1.7315  1.5593  2.5317  0.095
H  1.1475  1.1823  4.0894  0.099

3.
C24H30Cl5N2O6Ru | wB97M-V/def2-TZVPD

Summary:
E_HOMO (spin up / spin down) in eV: -13.9 / -13.9
Charge: +2
Largest force on an atom in eV Å⁻¹: 3.8
Spin multiplicity: 2

Each line ends with the Löwdin charge.
Element x y z (Å)
Ru  1.0751  0.1933  0.8863  1.257
C  2.1955  -1.6972  3.1626  -0.140
C  3.5353  -1.0917  2.8430  -0.136
O  3.4162  -0.2771  1.6713  -0.208
C  3.9873  1.0232  1.7681  -0.157
C  3.1023  1.9230  2.5788  -0.132
O  1.7899  1.9631  1.9744  -0.251
C  0.8206  2.5158  2.8824  -0.134
C  -0.5313  2.2717  2.2948  -0.136
O  -0.7138  0.8640  2.0710  -0.213
C  -1.0164  0.1141  3.2767  -0.100
C  -0.1180  -1.0930  3.3849  -0.150
O  1.2195  -0.6428  3.1039  -0.210
H  2.2222  -2.1433  4.1590  0.150
H  1.9199  -2.4750  2.4464  0.125
H  4.2580  -1.8881  2.6620  0.146
H  3.8975  -0.4859  3.6748  0.138
H  4.0687  1.3866  0.7448  0.125
H  4.9940  0.9867  2.1882  0.151
H  3.5167  2.9331  2.6044  0.154
H  2.9951  1.5678  3.6054  0.132
H  0.9893  3.5878  3.0027  0.157
H  0.9432  2.0311  3.8531  0.134
H  -0.6192  2.7457  1.3208  0.129
H  -1.3180  2.6685  2.9367  0.155
H  -2.0552  -0.2109  3.2331  0.150
H  -0.8982  0.7753  4.1346  0.137
H  -0.3971  -1.8585  2.6666  0.076
H  -0.1785  -1.5131  4.3910  0.153
Cl  1.7124  -6.0190  -3.0498  0.849
C  1.3086  -4.7840  -1.9981  -0.660
C  1.8086  -3.4655  -2.2483  -0.694
Cl  2.7980  -3.1657  -3.5956  0.791
C  1.4725  -2.4652  -1.3905  -0.571
Cl  1.9999  -0.8539  -1.5980  0.855
C  0.6189  -2.6866  -0.2503  -0.413
O  0.3019  -1.7646  0.5444  -0.151
C  0.1387  -4.0330  -0.0203  -0.593
Cl  -0.8501  -4.2793  1.3359  0.833
C  0.4796  -5.0515  -0.8718  -0.697
Cl  -0.0770  -6.6316  -0.5971  0.790
C  -2.6323  -1.3442  -2.2975  -0.063
C  -2.1729  -0.2781  -3.2826  -0.197
N  -2.8845  0.9917  -3.1551  -0.045
C  -4.2913  1.0346  -3.6025  -0.177
C  -5.2738  1.1052  -2.4461  -0.062
C  -2.3392  2.1567  -2.7600  -0.428
O  -2.9044  3.2359  -2.8008  0.101
C  -0.9327  2.1641  -2.1995  -0.087
C  -0.0069  3.0730  -2.6984  0.052
C  1.2449  3.1544  -2.1144  0.003
C  1.5359  2.3473  -1.0310  -0.118
N  0.6317  1.4991  -0.5188  -0.179
C  -0.5775  1.4049  -1.1083  -0.071
H  -2.0276  -2.2480  -2.4131  0.073
H  -3.6718  -1.6229  -2.4712  0.079
H  -2.5534  -1.0021  -1.2622  0.065
H  -2.3248  -0.6362  -4.3029  0.129
H  -1.1041  -0.0954  -3.1822  0.105
H  -4.4555  0.1418  -4.2060  0.122
H  -4.4094  1.9017  -4.2490  0.127
H  -5.1866  0.2388  -1.7878  0.067
H  -6.2944  1.1342  -2.8285  0.086
H  -5.1093  2.0108  -1.8632  0.076
H  -0.2821  3.7078  -3.5316  0.145
H  1.9918  3.8440  -2.4823  0.128
H  2.4934  2.3921  -0.5338  0.107
H  -1.2755  0.7143  -0.6531  0.122

Ordered ΔE to the lowest compared entry with this formula, charge and spin results: 170.80 80.83 69.87; unit kJ/mol.